No. 1
This record from OMol25 describes the molecule C5H6O. The level of theory is ωB97M-V/def2-TZVPD.

E_LUMO: 0.1 eV
E_tot: -7326.4383 eV
Net charge: 0

Atoms and positions in Å:
1 O -2.04826 0.20055 1.20855
2 C -0.94117 0.01057 0.54951
3 C -0.62476 -1.34994 0.32555
4 C 0.54845 -1.23107 -0.35472
5 C 1.06575 0.16639 -0.61645
6 C -0.01024 1.06546 0.03003
7 H -2.23626 -0.78460 1.29193
8 H 1.11214 -2.09568 -0.70637
9 H 1.17521 0.35088 -1.69170
10 H 2.05486 0.30928 -0.16511
11 H 0.38286 1.70616 0.82934
12 H -0.50127 1.73470 -0.68767

No. 2
This record from OMol25 describes a 2-piece molecular cluster, C5H6O overall in a non-equilibrium geometry. The level of theory is ωB97M-V/def2-TZVPD.

E_LUMO: 0.7 eV
E_tot: -7326.6850 eV
Net charge: 0

Atoms and positions in Å:
1 O -0.94574 1.42673 1.77131
2 C -0.50620 0.88963 0.76149
3 C 0.86493 0.35875 0.61001
4 C 0.85679 -0.78156 -0.36934
5 C -0.55310 -0.73987 -0.90653
6 C -1.29517 0.19411 -0.30756
7 H 1.54489 0.33944 1.46030
8 H 0.56349 1.74400 0.16257
9 H 1.63359 -0.67780 -1.13272
10 H 1.06491 -1.75646 0.11395
11 H -0.88926 -1.41631 -1.68590
12 H -2.33914 0.41935 -0.47758

No. 3
This record from OMol25 describes a 2-piece molecular cluster, C5H6O overall in a non-equilibrium geometry. The level of theory is ωB97M-V/def2-TZVPD.

E_LUMO: 0.9 eV
E_tot: -7326.0722 eV
Net charge: 0

Atoms and positions in Å:
1 C -1.38682 0.66661 1.42411
2 C -1.72097 0.42422 0.19336
3 O -2.04775 0.12082 -0.86987
4 H -2.14343 0.94088 2.25472
5 H -0.45728 0.31473 1.82382
6 C 0.28584 -1.60632 -1.48103
7 C 0.91610 -0.73885 -0.92607
8 C 1.56289 0.40015 -0.32106
9 H 0.00037 -2.61912 -1.65082
10 H 1.18773 1.30789 -0.73750
11 H 1.11154 0.41977 0.67801
12 H 2.69177 0.36921 -0.38767

E_HOMO for every record listed, in sequence, given in eV: -8.17 -9.04 -9.32.
Energy above the lowest of the compared OMol25 structures with the same formula, charge and spin for every record listed, in sequence, given in kcal/mol: 65.6 59.9 74.1.